Arrangement w

The following is a quantum chemistry calculation of a 2-piece molecular cluster, C3HO2 overall, from OMol25.

```
6
Properties=species:S:1:pos:R:3:mulliken_charge:R:1
C -0.65614 0.67142 0.21547 -0.33
C -1.27531 1.21940 1.12394 -0.61
C 1.79218 0.29032 0.27164 0.57
O 2.01453 1.06566 -0.65414 -0.44
O 2.03785 -0.48688 1.13870 -0.39
H -0.49263 0.11872 -0.74226 0.19
```

Results
Net charge   -1
Multiplicity   1
E_HOMO   -3.954 eV
Kohn-Sham gap   7.75 eV

Arrangement x

The following is a quantum chemistry calculation of an isolated ion of composition C3HO2 and charge -1, from OMol25.

```
6
Properties=species:S:1:pos:R:3:mulliken_charge:R:1
C 0.58375 0.00325 0.00549 -0.31
C 0.00759 -1.30405 0.01316 -0.11
C -0.00687 1.28581 -0.01083 -0.11
O -1.12924 -1.75219 -0.00951 -0.41
O -1.13017 1.76178 0.00379 -0.41
H 1.67494 0.00541 -0.00210 0.35
```

Results
Net charge   -1
Multiplicity   1
E_HOMO (spin up / spin down)   -2.397 / -2.543 eV
Kohn-Sham gap (spin up / spin down)   6.90 / 7.05 eV

What should be chosen as the most stable of them? Choose arrangement x.

Arrangement w

The following is a quantum chemistry calculation of a 2-piece molecular cluster, C2H10NOS2 overall, from OMol25.

```
16
Properties=species:S:1:pos:R:3:mulliken_charge:R:1
N -0.03638 1.56612 0.90654 -0.28
C 1.05293 0.43453 1.06652 -0.63
C 0.92975 -0.57870 -0.21556 -0.62
S 1.60850 -2.26268 0.06945 0.01
S 0.90035 -3.35946 -1.30734 -0.19
H -0.81659 1.16081 0.19648 0.28
H 0.41908 2.33318 0.41756 0.40
H -0.64613 1.78124 1.69964 0.36
H 0.93578 -0.09264 1.97864 0.39
H 1.99115 0.93857 1.06792 0.37
H -0.14765 -0.79621 -0.25477 0.27
H 1.33885 -0.20613 -1.06773 0.50
H -0.44281 -3.72539 -1.11548 0.15
H -2.60166 0.19721 -0.96502 0.32
H -2.44673 1.62392 -1.51593 0.29
O -2.03843 0.98562 -0.96091 -0.63
```

Results
Net charge   +1
Multiplicity   1
E_HOMO   -12.178 eV
Kohn-Sham gap   8.69 eV

Arrangement x

The following is a quantum chemistry calculation of a 2-piece molecular cluster, C2H10NOS2 overall, from OMol25.

```
16
Properties=species:S:1:pos:R:3:mulliken_charge:R:1
N -0.03098 1.50595 0.80326 -0.20
C 0.92543 0.34174 1.01647 -0.57
C 0.85649 -0.60264 -0.16490 -0.62
S 1.68724 -2.21229 0.17973 -0.02
S 1.08183 -3.34718 -1.33009 -0.19
H -0.78272 1.32165 0.10325 0.24
H 0.40737 2.38406 0.55117 0.41
H -0.42484 1.75709 1.71623 0.36
H 0.65263 -0.11449 1.96343 0.36
H 1.91144 0.77555 1.15622 0.33
H -0.18872 -0.76376 -0.42968 0.34
H 1.29821 -0.20786 -1.08192 0.42
H -0.06596 -3.90335 -0.99361 0.17
H -2.70924 0.30924 -0.94814 0.31
H -2.52653 1.71322 -1.55235 0.31
O -2.09165 1.04307 -0.98908 -0.66
```

Results
Net charge   +1
Multiplicity   1
E_HOMO   -12.490 eV
Kohn-Sham gap   8.99 eV

What should be chosen as the most stable of them? Choose arrangement x.

Arrangement w

The following is a quantum chemistry calculation of a 6-piece molecular cluster, CH14O6 overall, from OMol25.

```
21
Properties=species:S:1:pos:R:3:mulliken_charge:R:1
C -1.04866 -2.39158 1.81235 -0.55
O -1.43353 -2.23582 0.41702 -0.48
H 0.02592 -2.46818 1.88450 0.26
H -1.63217 -3.29393 1.99721 0.26
H -1.58333 -1.60879 2.35273 0.21
H -0.79961 -1.81040 -0.15979 0.34
O -2.84159 0.60985 -1.35851 -0.60
H -2.87702 1.11066 -0.55491 0.28
H -1.94943 0.61613 -1.69607 0.33
O 0.14447 2.28973 -1.50574 -0.59
H 0.79863 2.98755 -1.51358 0.26
H 0.57170 1.61937 -2.06888 0.31
O 3.19414 1.09547 -0.49569 -0.59
H 3.91917 1.61469 -0.84658 0.28
H 3.70348 0.51255 0.07431 0.31
O -0.18082 0.69894 1.20257 -0.64
H -0.35579 1.52102 0.71986 0.31
H -1.04078 0.63067 1.65114 0.30
O 0.96319 -0.62312 -0.94191 -0.61
H 1.91409 -0.49182 -0.83081 0.27
H 0.50796 -0.38299 -0.13923 0.33
```

Results
SMILES string   CO.O.O.O.O.O
Multiplicity   1
E_HOMO   -9.749 eV
Kohn-Sham gap   9.86 eV

Arrangement x

The following is a quantum chemistry calculation of a 6-piece molecular cluster, CH14O6 overall, from OMol25.

```
21
Properties=species:S:1:pos:R:3:mulliken_charge:R:1
C -0.86771 0.65350 -1.39728 -0.46
O -1.00841 0.12998 0.01262 -0.47
H -1.94987 0.95187 -1.77674 0.24
H -0.62888 -0.29953 -1.91896 0.21
H -0.01181 1.33001 -1.39135 0.26
H -1.01286 0.74339 0.76800 0.26
O 2.07974 2.29138 -0.61206 -0.65
H 3.01228 2.47206 -0.87908 0.30
H 2.17540 1.32707 -0.31982 0.32
O 2.00579 -0.97138 -0.65759 -0.63
H 1.30879 -1.48278 -0.16891 0.32
H 2.29740 -1.75786 -1.27042 0.32
O -0.05114 -2.40527 2.09973 -0.61
H -0.84784 -2.65238 1.56881 0.34
H -0.23717 -2.30355 2.98969 0.28
O -0.30741 3.00602 1.37055 -0.64
H 0.17615 3.30790 0.58338 0.31
H 0.37886 2.93622 2.05555 0.32
O -1.93084 -2.66274 -0.35455 -0.68
H -2.85294 -2.86371 -0.22344 0.30
H -1.72751 -1.75022 -0.47812 0.36
```

Results
SMILES string   CO.O.O.O.O.O
Multiplicity   1
E_HOMO   -10.297 eV
Kohn-Sham gap   10.87 eV

What should be chosen as the most stable of them? Choose arrangement w.